A 5-piece molecular cluster, CH10O6 overall, computed with ωB97M-V/def2-TZVPD.

**HOMO**: -0.40537 Eh
**Kohn-Sham gap**: 11.31 eV
**Lowest unoccupied orbital energy**: 0.28 eV
**SMILES**: O=CO.O.O.O.O

Each line ends with the Löwdin charge.
Atoms and positions in Å:
O  -1.99473  2.10874  0.70510  0.109
C  -1.35342  1.63527  1.58193  -0.380
O  -0.11606  1.11509  1.37482  0.026
H  -1.68590  1.66725  2.63206  0.144
H  -0.04641  0.15940  1.44905  0.055
H  -2.13868  -2.41019  1.63316  0.049
H  -1.22367  -1.51530  0.80987  0.020
O  -1.93690  -1.48190  1.46201  -0.050
H  2.70737  -0.28358  -2.84546  0.056
H  1.95369  0.99462  -2.61620  0.052
O  2.52669  0.36873  -2.15977  -0.041
H  -0.74971  0.41570  -1.19784  0.018
H  0.02785  -0.66210  -2.00612  0.009
O  -0.84430  -0.30656  -1.82693  -0.041
H  1.72490  -0.41616  1.10852  0.028
H  1.50104  -0.41461  -0.43922  -0.008
O  1.64825  -0.97440  0.33503  -0.047